(1)
21
Properties=species:S:1:pos:R:3:forces:R:3 method="wB97M-V/def2-TZVPD" multiplicity=3 molar_mass_g_mol=161.226 e_homo_ev="-4.720 / -9.432" max_force_ev_per_a=7.08 e_lumo_ev="0.6 / -2.8" gap_ev="5.292 / 6.598" charge=0 relative_energy_kj_mol=202.2
C 1.0878 -1.2691 0.7229 1.782 4.500 -5.173
C -0.3571 0.7580 0.9161 -0.570 -1.817 0.938
C 0.3148 -0.1661 -0.0260 0.022 -3.131 1.975
C -1.1787 -0.3155 0.1285 -0.018 2.649 0.376
C -1.8801 -1.3973 0.9141 1.792 -0.503 -1.411
C 1.5158 1.5690 -1.1059 0.102 -1.221 -2.563
N 0.9282 0.1513 -1.2523 -0.394 2.203 0.322
O 2.3066 -1.4678 0.1927 2.083 -2.021 1.213
O 0.6956 -1.9931 1.6254 -1.943 -3.356 4.209
S -1.9556 0.4872 -1.2813 -0.658 -1.937 -0.993
H -0.2277 0.4053 1.9815 -0.109 1.380 -1.189
H -0.4516 1.7433 0.5482 -0.240 1.120 0.529
H -1.4297 -1.5202 1.8969 -0.354 0.182 0.075
H -1.6303 -2.2973 0.3445 -0.549 -0.393 0.292
H -2.9209 -1.2219 0.9119 -1.137 0.065 0.300
H 0.9631 2.3393 -1.6450 -0.630 -0.125 0.325
H 1.6221 1.7875 -0.0859 0.082 0.389 1.246
H 2.4950 1.6538 -1.5809 0.131 -0.529 0.098
H 2.4296 -0.9360 -0.5771 -0.414 0.753 -1.125
H 0.0861 0.1163 -1.8662 1.525 0.540 -0.320
H -2.4128 1.5736 -0.7621 -0.506 1.251 0.879

(2)
103
Properties=species:S:1:pos:R:3:forces:R:3 method="wB97M-V/def2-TZVPD" molar_mass_g_mol=678.751 e_homo_ev=-9.021 max_force_ev_per_a=7.29 e_lumo_ev=0.3 smiles="NC(N)=O.NC(N)=O.NC(N)=O.NC(N)=O.NC(N)=O.NC(N)=O.NC(N)=O.NC(N)=O.CC(C)O.CCO.CCO.CCO" gap_ev=9.281 charge=0 relative_energy_kj_mol=476.4
N 5.2178 -3.0782 -3.9311 0.759 -3.297 -1.538
C 4.7123 -2.1314 -3.1725 1.287 0.984 -1.629
N 3.4421 -2.2996 -2.9752 -4.222 -0.120 1.433
O 5.3404 -1.1434 -2.9017 1.213 2.625 1.573
H 6.1089 -3.0749 -4.4065 -0.298 0.309 0.506
H 4.5654 -3.8283 -4.1095 0.771 -0.203 -0.425
H 2.8962 -1.6095 -2.4794 0.231 -0.303 -0.013
H 2.9269 -3.0878 -3.3405 0.000 0.246 0.223
N -2.9205 2.7242 -0.6116 1.732 3.879 -3.740
C -3.1524 1.6648 0.0456 -0.657 -1.123 0.515
N -3.7309 1.9395 1.1581 -1.850 -0.383 4.610
O -2.9433 0.5342 -0.3073 0.719 -2.921 -1.244
H -2.5806 2.5386 -1.5445 0.688 0.677 -0.431
H -2.7094 3.5576 -0.0815 -0.035 0.035 -0.754
H -3.9554 2.8962 1.3914 -0.226 -0.646 0.417
H -3.8540 1.1258 1.7436 -0.319 0.637 0.529
N 1.3041 4.2495 0.1750 -1.652 -3.659 -1.713
C 1.9900 5.2783 0.5422 -0.332 2.049 2.024
N 2.8807 5.7086 -0.3177 2.684 1.057 -2.154
O 1.7148 5.8291 1.5819 0.014 1.477 1.895
H 1.6846 3.7032 -0.5845 -0.808 -0.330 0.064
H 0.4722 4.0347 0.7061 0.495 -0.340 -0.208
H 3.0616 5.1960 -1.1690 0.027 0.073 0.019
H 3.4727 6.5022 -0.1181 -0.334 -0.308 0.255
N 3.5725 1.5444 -2.0699 -1.206 -6.528 2.174
C 3.8728 2.7331 -2.3222 2.281 0.734 -1.961
N 5.1083 2.8770 -2.7392 3.155 0.710 -0.255
O 3.0876 3.6032 -2.4344 -4.382 5.004 0.061
H 4.3165 0.8686 -2.1683 -0.477 -0.779 0.046
H 2.6320 1.2315 -1.8756 0.306 0.093 0.295
H 5.7702 2.1800 -2.4290 0.445 0.552 -0.556
H 5.3457 3.7578 -3.1728 0.375 -0.340 0.381
N -4.2570 -3.2812 1.3797 -0.888 0.076 -0.280
C -3.5143 -3.6183 2.4439 1.604 1.833 -2.446
N -4.1142 -4.4416 3.2390 -0.939 -1.830 2.508
O -2.3495 -3.2388 2.6461 -0.150 0.196 0.035
H -5.1300 -3.7714 1.2463 0.198 0.233 -0.044
H -3.8470 -2.8438 0.5669 0.494 0.515 0.102
H -3.4218 -4.8064 3.8774 -0.856 -0.766 0.335
H -4.9265 -4.8989 2.8502 0.361 -0.526 0.900
N 0.8302 1.7666 -3.4968 4.755 -3.434 -1.808
C -0.1714 2.3469 -2.9564 -3.061 1.603 -0.640
N 0.2146 3.5580 -2.6202 0.484 4.235 1.856
O -1.3194 1.9620 -2.9534 -1.820 -0.982 0.457
H 1.7079 2.1838 -3.2219 0.104 -0.335 -0.883
H 0.8441 0.9741 -4.1228 -0.409 0.062 0.522
H 1.1524 3.8739 -2.8223 -0.109 -0.210 0.049
H -0.3412 4.3116 -2.2417 -0.459 -0.781 0.029
N -0.9404 -3.9878 0.2948 -2.517 1.062 -1.663
C 0.2338 -4.4348 0.6007 -1.434 -0.277 -0.152
N 0.4116 -4.4922 1.8863 2.319 -0.775 2.679
O 1.0013 -4.8518 -0.2164 2.961 -0.958 -2.277
H -1.5078 -3.7146 1.0845 -0.699 0.618 -0.731
H -1.0061 -3.7715 -0.6896 -1.244 0.295 0.479
H -0.2805 -4.1728 2.5489 0.462 -0.281 0.207
H 1.2578 -5.0339 1.9893 -0.157 0.179 1.580
N -0.6070 -1.2846 -3.4277 -1.843 6.121 -3.501
C -0.2433 -2.4999 -3.3209 -0.286 -3.016 -1.281
N 0.1395 -2.7657 -2.1260 1.843 -1.597 4.047
O -0.3278 -3.3275 -4.2167 0.370 -0.621 -1.182
H -0.6099 -0.5032 -2.7877 0.285 -0.550 0.559
H -0.7071 -1.0119 -4.3950 -0.489 0.074 0.097
H -0.0074 -2.0334 -1.4462 0.221 -0.315 0.362
H 0.4244 -3.7042 -1.8849 0.191 0.035 0.321
C 1.7243 1.7936 3.1837 -1.004 1.014 0.581
C 3.1631 1.8582 2.7346 -2.000 2.119 2.599
C 4.0719 1.7863 3.9575 0.725 -0.144 0.648
O 3.2922 0.8275 1.8986 1.608 -2.816 -2.057
H 1.0358 1.5035 2.3900 0.237 0.034 -0.137
H 1.4277 2.7909 3.5087 -0.179 0.098 0.144
H 1.5505 1.1280 4.0291 0.204 -0.207 -0.079
H 3.2759 2.7902 2.1806 0.377 0.460 0.129
H 5.0449 1.3847 3.6745 0.322 0.259 -0.083
H 3.7523 1.1369 4.7725 -0.580 -0.612 -0.468
H 4.2190 2.6918 4.5462 0.055 0.554 -0.718
H 4.2418 0.7595 1.7752 0.199 -0.643 -0.572
C -3.9284 -2.1986 -3.0119 -0.328 0.648 0.085
C -4.3074 -2.4744 -1.5281 -0.450 1.232 -2.364
O -3.2287 -2.1394 -0.7337 2.266 -1.386 0.539
H -3.3618 -1.2676 -3.0267 -0.280 0.382 0.018
H -4.8091 -2.0629 -3.6397 -0.118 -0.001 0.044
H -3.2431 -2.8423 -3.5633 -0.125 -0.796 0.630
H -4.7149 -3.4813 -1.4373 0.396 -0.051 0.635
H -4.9780 -1.7057 -1.1440 -1.535 -0.403 -0.931
H -3.0477 -1.2215 -0.9489 0.306 0.492 0.483
C -0.2452 -0.6968 1.3158 1.513 0.801 1.629
C 0.6054 -0.1201 0.1541 -1.140 -0.277 0.865
O -0.3012 -0.1025 -0.8787 -0.688 -0.261 -3.146
H -0.7248 -1.6650 1.1722 0.194 0.264 -0.586
H -0.9921 0.0390 1.6139 -0.422 0.088 -0.574
H 0.2824 -0.7551 2.2677 0.538 -0.345 -0.029
H 1.4414 -0.7033 -0.2320 0.198 -0.313 0.653
H 0.9268 0.9191 0.2234 0.504 -0.006 1.112
H -1.1460 0.2904 -0.6475 -0.532 0.119 0.308
C -3.8793 1.4932 4.7160 0.006 0.245 0.615
C -2.8122 0.5077 4.2466 0.979 0.439 -0.367
O -2.1108 -0.2930 5.1924 -1.058 0.192 0.314
H -3.8836 2.3706 4.0693 -0.135 -0.143 -0.327
H -3.6952 1.9339 5.6958 0.344 -0.275 0.179
H -4.8878 1.0822 4.7618 0.012 -0.150 -0.148
H -1.9737 1.0584 3.8205 -0.239 0.236 -0.374
H -3.2348 -0.1207 3.4627 0.015 -0.239 -0.161
H -2.7877 -0.8070 5.6388 0.138 -0.350 0.281

(3)
18
Properties=species:S:1:pos:R:3:forces:R:3 method="wB97M-V/def2-TZVPD" molar_mass_g_mol=164.144 e_homo_ev="-13.203 / -13.206" max_force_ev_per_a=4.80 e_lumo_ev="-6.0 / -6.0" gap_ev="7.243 / 7.238" charge=+1 relative_energy_kj_mol=350.8
C -0.2113 -1.0406 -1.3154 -0.921 1.208 3.729
C -1.2809 -1.7060 -0.6233 2.087 3.413 1.863
C 0.5197 -0.0030 -0.7604 -2.354 -1.345 1.095
C -1.6503 -1.2521 0.6024 3.263 0.806 -3.431
C 0.1710 0.5010 0.5183 -0.477 -0.115 0.555
C -0.9086 -0.1715 1.2058 -0.128 -0.148 -0.207
C 0.8348 2.2252 2.2486 1.917 1.029 -1.052
N 0.8013 1.5973 1.0012 -1.441 -2.562 -0.965
N -1.4051 0.0093 2.3841 -0.836 -0.121 0.456
N 0.3027 2.0446 3.3704 1.628 1.455 -1.271
O -0.5178 1.5587 4.1050 -0.595 -0.047 1.269
O -1.5417 0.4169 3.4860 -0.338 -0.316 0.486
H -0.1124 -1.3665 -2.2600 1.147 -0.854 -3.296
H -1.7117 -2.4987 -1.0540 -1.749 -2.760 -1.590
H 1.2872 0.4630 -1.2574 1.677 0.934 -1.380
H -2.4072 -1.6905 1.0897 -2.600 -1.299 2.048
H 1.6467 2.9898 2.0772 -1.047 -0.458 1.351
H 1.4928 1.8066 0.3099 0.767 1.181 0.341

(4)
22
Properties=species:S:1:pos:R:3:forces:R:3 method="wB97M-V/def2-TZVPD" multiplicity=5 molar_mass_g_mol=356.981 e_homo_ev="-21.236 / -21.238" max_force_ev_per_a=15.34 e_lumo_ev="-13.2 / -15.7" gap_ev="8.012 / 5.574" charge=+3 relative_energy_kj_mol=0.0
O 1.6900 -3.9893 2.4362 -3.260 1.274 -6.155
C 1.1433 -3.7671 1.4056 3.231 -1.213 6.113
Co -0.5511 -0.9320 -2.3482 0.838 -2.371 2.728
O -0.3726 -3.5617 -3.7961 -0.342 8.537 5.979
C -0.4179 -2.5494 -3.1235 0.648 -12.699 -8.579
C -0.8947 0.7112 -2.4725 -4.137 14.106 -2.195
O -1.1884 1.8534 -2.5181 1.849 -6.712 0.413
C 1.3489 -0.3564 -2.1436 8.564 1.346 3.458
O 2.3819 -0.0040 -1.6977 -6.235 -2.159 -3.279
C -2.1473 -1.1474 -1.1659 -5.321 -0.888 6.583
O -2.9106 -1.1569 -0.2771 4.208 0.073 -5.387
Br 1.4807 4.0772 0.6255 -0.763 -1.538 0.637
C 0.6952 2.4140 1.0689 0.540 0.924 -0.351
C 0.2364 2.0921 2.3685 -1.040 -2.385 0.491
C -0.3465 0.7905 2.6345 2.004 2.080 -4.631
C -0.4006 -0.0708 1.4699 -0.272 0.847 2.005
N 0.0129 0.2853 0.2511 0.106 0.186 -1.138
C 0.5619 1.4616 0.0211 -0.277 -0.100 0.752
H 0.3251 2.8126 3.1488 0.030 0.445 0.550
H -0.7223 0.4633 3.5459 -0.486 -0.338 1.645
H -0.8144 -1.0657 1.5559 -0.043 -0.118 0.130
H 0.8901 1.6395 -0.9890 0.159 0.702 0.231

(5)
51
Properties=species:S:1:pos:R:3:forces:R:3 method="wB97M-V/def2-TZVPD" molar_mass_g_mol=362.424 e_homo_ev="-11.262 / -11.257" max_force_ev_per_a=3.20 e_lumo_ev="-3.4 / -6.7" gap_ev="7.818 / 4.597" charge=+1 relative_energy_kj_mol=93.7
Ca -0.0286 0.2388 0.6387 -1.830 1.208 0.005
P 1.2415 2.0314 -1.4749 -0.213 0.688 -0.487
C 0.1201 1.7532 -2.8992 0.215 -0.454 -0.196
C -0.6392 0.4456 -2.9863 -0.298 0.241 -0.580
N -0.8485 -0.3678 -1.9381 -0.077 -0.320 0.021
C -1.5061 -1.5332 -2.1760 -0.311 -0.766 -0.342
C -1.9340 -1.9309 -3.4550 -0.263 0.751 0.458
C -1.7555 -1.0354 -4.5110 -0.047 -0.272 0.036
C -1.1276 0.1764 -4.2640 0.291 -0.670 0.051
C -1.7955 -2.5288 -1.0532 0.081 -0.018 0.386
P -2.0158 -1.7517 0.6364 -0.704 -0.988 -1.061
H -0.8981 0.8834 -5.0566 -0.248 -0.170 0.054
H -2.5024 -2.8704 -3.5470 0.553 0.564 -0.143
H -2.0830 -1.2951 -5.5154 -0.008 0.089 0.185
H -2.7119 -3.1263 -1.2747 0.707 0.423 -0.074
H -0.9589 -3.2566 -0.9448 -0.382 0.454 -0.204
H -0.5379 2.5823 -3.0712 -0.746 0.492 0.369
H 0.7659 1.8288 -3.7856 -0.191 -0.269 0.155
H -2.4468 3.5348 -0.8231 -0.346 -0.176 -0.042
O -3.3380 3.6957 -1.1583 -0.024 -0.218 -0.165
H -3.7489 2.8370 -1.3524 0.372 0.377 0.189
H -2.7403 2.8068 1.7111 -0.086 0.133 -0.036
O -1.2695 0.7447 2.3398 -0.308 1.248 -1.284
H -1.8699 1.5188 2.1341 0.762 -1.142 0.725
C -3.7690 -1.1824 0.4550 0.359 0.470 0.255
H -4.4030 -1.9164 -0.0750 0.333 0.254 0.375
H -4.1447 -0.9682 1.4731 0.006 -0.074 -0.577
H -3.7549 -0.2353 -0.1151 -0.152 -0.379 0.266
C -2.2213 -3.2954 1.5902 0.205 0.159 0.429
H -2.3467 -3.0000 2.6376 -0.095 -0.206 -0.105
H -3.0784 -3.8986 1.2661 0.221 0.164 0.023
H -1.2944 -3.8794 1.5280 -0.245 0.038 -0.016
C 2.7392 1.9565 -2.5168 0.538 -0.328 0.417
H 2.7588 2.8160 -3.2008 0.022 -0.290 0.185
H 3.6219 1.9544 -1.8801 0.222 0.078 -0.196
H 2.7129 1.0229 -3.0912 0.144 0.180 0.143
C 1.0936 3.8647 -1.2826 0.079 -0.046 0.425
H 1.5897 4.1383 -0.3370 -0.191 0.098 -0.391
H 1.5952 4.3816 -2.1163 -0.330 -0.130 0.304
H 0.0358 4.1708 -1.2198 0.442 -0.082 -0.025
C 3.0962 -2.8795 1.2875 0.069 -0.125 -0.985
C 2.6720 -1.5319 1.8742 -0.533 -1.283 1.597
C 3.8890 -0.6075 2.0285 0.296 1.105 -0.758
O 1.6489 -0.9385 1.1347 2.764 -1.330 0.920
H 3.5081 -2.7273 0.2793 -0.021 -0.141 0.235
H 2.2339 -3.5464 1.2004 0.095 0.092 0.064
H 3.8544 -3.3820 1.9096 -0.318 0.445 -0.091
H 2.3311 -1.7560 2.9140 -0.207 0.533 -0.569
H 4.3322 -0.4287 1.0393 -0.056 -0.024 0.219
H 3.5854 0.3583 2.4440 0.056 -0.168 -0.002
H 4.6692 -1.0300 2.6781 -0.602 -0.215 -0.163

(6)
100
Properties=species:S:1:pos:R:3:forces:R:3 method="wB97M-V/def2-TZVPD" multiplicity=2 molar_mass_g_mol=664.692 e_homo_ev="-12.297 / -12.297" max_force_ev_per_a=4.97 e_lumo_ev="-2.9 / -9.0" gap_ev="9.391 / 3.270" charge=+1
C 1.5681 5.4473 -1.6361 -1.187 0.050 0.598
C 0.9340 4.0705 -1.6451 0.468 0.173 -0.243
O 0.6918 3.8881 -3.0759 -1.457 -3.701 2.843
C 1.0582 4.8740 -3.7888 0.664 3.279 -3.671
O 0.8996 4.9540 -5.0069 0.599 -0.138 3.086
O 1.6082 5.8520 -2.9940 0.517 -0.348 -0.792
H 2.5129 5.3447 -1.1024 0.240 0.859 -0.517
H 0.8458 6.1042 -1.1514 0.617 0.402 0.320
H 0.0581 4.0313 -0.9974 -0.455 -0.157 -0.773
H 1.6295 3.3515 -1.2121 -0.003 -0.496 -0.751
C -2.7019 3.2080 -1.7816 2.865 -0.359 -0.550
C -3.5658 2.5412 -0.7709 0.710 0.535 0.787
O -4.8061 2.6748 -1.3412 -2.114 0.089 -2.174
C -4.6681 2.9842 -2.7105 -1.079 0.479 -0.145
O -5.5490 3.1454 -3.4912 0.096 -0.545 0.875
O -3.3734 3.1595 -3.0088 -0.978 -0.062 0.190
H -1.8042 2.6294 -1.9993 0.400 0.439 0.602
H -2.4805 4.2406 -1.5118 0.090 0.028 -0.092
H -3.5307 3.1452 0.1359 -0.021 -0.535 0.304
H -3.3110 1.4954 -0.5993 0.010 -0.096 0.123
C 0.4033 0.9379 -4.3510 -0.612 0.934 -0.996
C -0.6298 1.4937 -5.3959 2.195 -1.193 1.778
O -1.6981 0.5931 -5.1717 -2.232 0.220 1.316
C -1.4239 -0.3969 -4.2667 1.044 -1.761 -4.264
O -2.1378 -1.3721 -4.0800 1.374 2.528 1.094
O -0.0326 -0.3788 -4.1902 -1.162 -1.722 1.994
H 0.2652 1.4461 -3.3966 0.625 0.246 -0.054
H 1.3977 0.9479 -4.7973 0.059 0.037 0.633
H -0.1854 1.2557 -6.3624 -0.589 0.755 -0.296
H -0.7742 2.5249 -5.0738 -0.732 -0.005 -0.962
C 0.1029 -0.6604 -0.9036 0.312 0.002 -0.941
C 0.1405 -1.0927 0.5443 1.100 -0.471 -1.135
O -0.0694 0.1491 1.2223 -0.934 1.100 -0.216
C -0.6201 1.0588 0.3317 -0.096 1.638 1.092
O -0.9434 2.2249 0.5432 0.809 -2.758 0.372
O -0.7468 0.4844 -0.8465 -0.316 0.484 -0.897
H -0.2519 -1.2570 -1.7440 -0.211 -0.571 0.664
H 1.1056 -0.3542 -1.2016 0.066 0.346 0.002
H 1.1727 -1.4025 0.7074 -0.268 -0.262 0.636
H -0.5540 -1.9039 0.7626 -0.223 0.307 0.515
O 2.1126 -0.9578 3.1738 0.181 0.216 -0.281
H 2.5099 -0.9115 4.0434 0.234 -0.075 0.266
H 1.1803 -1.0939 3.3429 -0.324 -0.252 0.028
O -2.8763 0.2467 2.2885 -0.544 -1.046 -1.121
H -2.6474 1.0866 2.6865 -0.107 0.464 0.332
H -2.3513 -0.3960 2.7656 0.270 0.049 0.365
C -0.1284 -4.5725 -3.0089 0.774 -0.869 0.431
C 1.0408 -4.4290 -2.0331 0.539 0.335 -1.311
O 0.6840 -3.8524 -0.8276 -1.162 0.809 2.062
H 0.2981 -4.6093 -4.0113 -0.208 0.178 -0.077
H -0.8631 -3.7706 -2.9366 0.143 0.048 -0.002
H -0.5804 -5.5506 -2.8441 -0.434 0.152 0.005
H 1.7648 -3.7240 -2.4417 0.362 -0.395 -0.670
H 1.5337 -5.3627 -1.7623 0.015 -0.325 -0.825
H 1.4440 -4.0054 -0.2614 -0.090 0.172 0.417
C 0.1971 -5.0153 2.8972 -0.511 0.726 1.816
C -0.6850 -4.3011 3.9469 -0.284 -1.081 -0.137
O -0.2155 -2.9721 3.9889 -0.273 1.123 -0.480
H -0.0546 -6.0710 2.7967 0.056 0.163 -0.159
H 1.2010 -4.8787 3.2993 0.265 -0.255 -0.610
H 0.0219 -4.4240 1.9983 0.358 -0.407 -0.277
H -0.7200 -4.6496 4.9791 0.691 -0.713 -0.044
H -1.7249 -4.4316 3.6476 -0.366 0.637 -0.381
H -0.8534 -2.4295 4.4582 -0.024 -0.009 0.266
C 3.8686 3.1993 2.2483 -1.331 0.240 -0.151
C 2.5530 2.3882 2.0290 0.807 0.342 -0.714
O 2.9748 1.1671 1.4498 -0.282 -0.408 -0.100
H 4.4040 2.6566 3.0273 0.232 0.492 0.021
H 3.7071 4.2601 2.4396 -0.230 -0.062 0.867
H 4.4920 3.2887 1.3586 -0.165 -0.826 -0.246
H 1.7824 2.8007 1.3777 0.314 0.738 -0.398
H 1.9544 2.1706 2.9135 0.543 0.222 0.522
H 2.6665 0.4983 2.0656 0.053 -0.721 -0.038
C 0.2968 1.4818 5.1206 0.101 -0.371 0.055
C -0.8900 2.1260 4.4184 1.293 1.471 0.716
O -2.0710 1.4502 4.6306 -1.447 -1.872 -0.212
H 0.3139 1.5016 6.2103 -0.287 0.576 0.083
H 1.2430 1.8786 4.7527 -0.062 -0.006 0.133
H 0.2672 0.4106 4.9213 0.106 -0.143 -0.413
H -0.6539 2.1999 3.3568 -0.343 -0.106 -0.140
H -1.1581 3.1134 4.7943 1.101 0.612 -0.188
H -2.1990 1.4204 5.5815 -0.344 -0.085 0.064
C 4.1779 -1.8976 0.3461 -1.262 -0.030 1.049
C 4.1717 -2.1411 -1.1290 1.892 0.383 -0.446
O 5.3190 -2.9634 -1.4733 -1.165 -0.092 -0.278
H 5.1209 -1.6564 0.8366 0.211 0.256 -0.655
H 3.8223 -2.7550 0.9176 -0.091 -0.316 -0.141
H 3.4702 -1.0978 0.5638 0.068 0.230 0.171
H 4.2685 -1.1997 -1.6698 0.107 0.312 0.041
H 3.2347 -2.5283 -1.5292 0.178 -0.708 0.258
H 6.0731 -2.3720 -1.5305 0.051 -0.013 -0.003
C -3.6156 -2.3552 -0.9848 0.696 0.152 -2.603
C -3.8781 -2.4568 0.5091 0.066 -2.384 1.620
O -4.5209 -1.3607 0.8528 -1.848 0.766 -0.297
H -3.1894 -3.2745 -1.3866 0.030 -0.394 0.642
H -2.8529 -1.5920 -1.1396 -0.354 0.296 -0.171
H -4.5357 -2.2049 -1.5495 0.110 0.433 0.189
H -2.9528 -2.5781 1.0723 0.305 -0.013 -0.204
H -4.5901 -3.2675 0.6638 0.035 -0.403 -0.182
H -3.8985 -0.6752 1.1066 1.164 2.034 1.180